# C14H20F5N4O5S3

2 unconnected molecules or ions with the total composition C14H20F5N4O5S3 (wB97M-V/def2-TZVPD, the OMol25 dataset).

Last column: Löwdin charge in e.
Atoms and positions in Å:
1 O 0.09485 -1.80590 -0.26173  -0.2947
2 S 1.28231 -2.38426 0.45592  0.8481
3 O 0.77216 -2.85656 1.81376  -0.3042
4 C 2.47378 -1.02513 0.81142  -0.1845
5 N 2.66179 -0.62586 2.22169  0.1205
6 C 3.59999 0.47435 2.19358  0.0434
7 N 4.03467 0.78898 0.83960  0.1384
8 C 3.34720 -0.13104 -0.08645  -0.0828
9 C 3.45388 -0.20862 -1.67367  -0.1172
10 C 3.27590 1.28188 -2.29197  -0.2231
11 C 1.74750 1.34698 -2.86878  -0.4274
12 S 1.01247 2.93402 -2.15561  0.8065
13 C -0.22110 2.25891 -0.89947  -0.9362
14 S 0.32438 1.75537 0.61920  0.6607
15 N -1.62154 2.22407 -1.34872  -0.2174
16 C -2.56404 2.87874 -0.38776  -0.1470
17 C -3.43530 1.87025 0.50823  -0.2120
18 O -3.95714 0.71484 -0.19923  -0.1860
19 C -2.74474 -0.01846 -0.61174  -0.1605
20 C -2.06709 0.86041 -1.76803  -0.1355
21 C 2.03062 -3.88608 -0.35813  -0.3120
22 F 1.13275 -4.97662 -0.14991  0.0912
23 F 3.27569 -4.29898 0.23254  0.0660
24 C 2.30891 -3.75588 -1.93659  -0.3162
25 F 3.66071 -3.35145 -2.19321  0.0853
26 F 1.35982 -2.99762 -2.65076  0.1061
27 F 2.22439 -5.08824 -2.46649  0.0982
28 H 2.21930 -1.03691 3.06324  0.1801
29 H 3.98331 1.08152 3.07706  0.1721
30 H 4.67896 1.54385 0.54969  0.1804
31 H 2.77121 -0.99063 -2.14474  0.1000
32 H 4.54934 -0.51482 -1.90810  0.1423
33 H 4.04653 1.53658 -3.10438  0.1256
34 H 3.37022 2.03288 -1.43612  0.0729
35 H 1.71771 1.32561 -4.01369  0.0957
36 H 1.17782 0.41360 -2.50536  0.0708
37 H -1.96230 3.54655 0.34241  0.1247
38 H -3.25286 3.58281 -0.96780  0.1313
39 H -2.92172 1.50102 1.45708  0.0835
40 H -4.36085 2.47162 0.86585  0.1422
41 H -2.10860 -0.14957 0.33211  0.1033
42 H -3.11578 -1.03006 -1.01894  0.1462
43 H -2.77861 1.00667 -2.66736  0.1457
44 H -1.16145 0.27894 -2.19456  0.1168
45 C -5.33787 0.01536 4.28796  0.0522
46 N -4.34473 0.43850 3.26621  -0.4146
47 O -3.98789 -0.39702 2.45206  0.0760
48 O -3.95771 1.59819 3.31953  0.0388
49 H -5.58918 -1.03064 4.12098  0.0982
50 H -4.87969 0.15078 5.26709  0.1026
51 H -6.21798 0.64706 4.17206  0.1054

As for the charge: +1. For the HOMO-LUMO gap, the calculation gives 6.0210 eV. The multiplicity is 1. Its LUMO energy is -0.1667 Eh. As for the total energy: -2833.93943 a.u.

# C14H20FN3O8S2

3 unconnected molecules or ions with the total composition C14H20FN3O8S2 (wB97M-V/def2-TZVPD, the OMol25 dataset).

Last column: Löwdin charge in e.
Atoms and positions in Å:
1 O -5.80291 -0.00111 0.91187  -0.3069
2 S -5.08838 0.69753 -0.19887  0.7855
3 O -4.96444 2.18520 0.06408  -0.2997
4 F -3.48520 0.12556 -0.13777  -0.2164
5 N -5.62464 0.37534 -1.78757  -0.2628
6 N -6.70530 1.12209 -2.23927  0.0089
7 C -7.65646 1.29702 -1.36657  -0.5834
8 S -8.75772 1.33653 -0.11596  0.7416
9 C -5.76885 -1.09810 -2.07993  -0.2649
10 C -4.79290 -1.60715 -3.15254  0.0389
11 C -4.93015 -3.13199 -3.52804  -0.0069
12 C -6.06457 -3.81671 -2.70316  -0.0426
13 C -6.92774 -3.14077 -1.62445  -0.0791
14 N -6.75919 -1.76548 -1.32888  0.0894
15 H -4.02826 -0.92818 -3.66443  0.1106
16 H -4.28208 -3.65497 -4.29853  0.0976
17 H -6.27377 -4.92646 -2.92098  0.0933
18 H -7.71473 -3.73795 -1.04859  0.1168
19 C -0.43096 0.63249 0.30878  -0.0592
20 C -0.47255 0.33282 -1.17778  -0.2145
21 O 0.66684 0.88779 -1.84951  0.0379
22 C 1.81329 0.20650 -1.70223  -0.5761
23 O 1.95878 -0.81713 -1.07013  0.0989
24 O 2.78209 0.87625 -2.35873  0.0076
25 C 4.08186 0.31104 -2.19854  -0.0403
26 H -0.31955 1.70702 0.48075  0.0902
27 H -1.34378 0.28819 0.79661  0.0642
28 H 0.41941 0.14328 0.78903  0.0686
29 H -1.35443 0.80514 -1.61636  0.1145
30 H -0.55002 -0.74069 -1.37224  0.1256
31 H 4.08959 -0.74865 -2.46110  0.1041
32 H 4.42394 0.45605 -1.17403  0.0649
33 H 4.76478 0.83601 -2.86759  0.0989
34 C 6.58984 1.40909 5.36869  -0.0691
35 C 7.29108 1.44277 4.02350  -0.2169
36 O 6.67231 0.54264 3.09598  0.0297
37 C 5.52059 0.97257 2.55372  -0.5848
38 O 4.98192 2.03035 2.77275  0.1220
39 O 5.05593 0.00601 1.74313  0.0099
40 C 3.77742 0.29392 1.17624  -0.0569
41 H 6.53313 0.38396 5.74617  0.0822
42 H 7.12136 2.02626 6.09587  0.0792
43 H 5.56478 1.77734 5.29092  0.0744
44 H 8.32285 1.10486 4.14549  0.1217
45 H 7.32871 2.45522 3.61196  0.1240
46 H 3.77360 1.26266 0.67174  0.1009
47 H 3.01146 0.26314 1.95519  0.1068
48 H 3.55301 -0.47727 0.44132  0.0719

Its SMILES is O=S(=O)(F)N(N=C=S)c1ccccn1.CCOC(=O)OC.CCOC(=O)OC. For the HOMO-LUMO gap, the calculation gives 8.5116 eV. The multiplicity is 1. Its LUMO energy is -0.0504 Eh. As for the total energy: -2207.66588 a.u.

# C14H20N2O2

A single C14H20N2O2 molecule (wB97M-V/def2-TZVPD, the OMol25 dataset).

Last column: Löwdin charge in e.
Atoms and positions in Å:
1 C -1.27648 0.56156 -4.03447  -0.0721
2 C -2.61791 0.42351 -3.31775  -0.2675
3 O -2.69163 1.07287 -2.06619  -0.1452
4 C -1.94210 0.50593 -1.02032  -0.1856
5 C -0.63261 1.27754 -0.75529  -0.0983
6 N 0.05126 0.75353 0.39194  0.0191
7 C 1.00905 -0.22775 0.43011  -0.2572
8 C 1.55609 -0.84502 -0.81100  -0.1223
9 C 2.71890 -1.81214 -0.57308  -0.1692
10 C 2.33306 -3.08150 0.20542  -0.2884
11 O 2.57839 -2.99150 1.57778  -0.0977
12 N 1.37634 -0.52540 1.64357  0.1626
13 C 0.63556 0.27060 2.47948  -0.2025
14 C 0.62561 0.35791 3.86584  -0.0091
15 C -0.24343 1.26287 4.43823  -0.0967
16 C -1.08412 2.06397 3.66307  -0.0955
17 C -1.08815 1.99057 2.28426  -0.0205
18 C -0.21702 1.08424 1.70196  -0.1570
19 H -0.49800 -0.00693 -3.53042  0.0578
20 H -1.37162 0.18179 -5.04816  0.0762
21 H -0.98290 1.60746 -4.07891  0.0806
22 H -3.40182 0.90070 -3.91089  0.1203
23 H -2.86710 -0.64194 -3.20129  0.1194
24 H -2.56242 0.56274 -0.11780  0.1300
25 H -1.72301 -0.55128 -1.21827  0.1263
26 H -0.88133 2.32670 -0.57347  0.1350
27 H 0.02356 1.22741 -1.62605  0.1092
28 H 1.89874 -0.04215 -1.47339  0.1206
29 H 0.74887 -1.37521 -1.32867  0.1175
30 H 3.50981 -1.30350 -0.02053  0.1201
31 H 3.11538 -2.09861 -1.54908  0.1083
32 H 2.93466 -3.92513 -0.14655  0.1122
33 H 1.27307 -3.32013 0.01488  0.1149
34 H 2.18928 -2.14676 1.88457  0.0362
35 H 1.27643 -0.26348 4.45938  0.1125
36 H -0.27955 1.35792 5.51324  0.0991
37 H -1.74931 2.75723 4.15596  0.0997
38 H -1.74354 2.61137 1.69188  0.1072

For the energy above the lowest of the compared OMol25 structures with the same formula, charge and spin, the calculation gives 111.6 kJ/mol. Its SMILES is CCOCCn1c(CCCO)nc2ccccc21. For the HOMO-LUMO gap, the calculation gives 9.3328 eV. The multiplicity is 1. Its LUMO energy is 0.0244 Eh. As for the total energy: -805.47075 a.u.

# C14H20N2O3SW

A molecular structure, C14H20N2O3SW (wB97M-V/def2-TZVPD, the OMol25 dataset).

Last column: Löwdin charge in e.
Atoms and positions in Å:
1 C 3.87756 -2.46509 -0.26960  -0.1569
2 C 3.48138 -3.22511 0.99792  -0.1616
3 H 3.51006 -2.98871 -1.15682  0.0746
4 H 4.97161 -2.44529 -0.32403  0.0821
5 H 3.52576 -1.43428 -0.30414  0.0321
6 H 2.41332 -3.21068 1.21240  0.0241
7 H 3.80210 -4.26543 0.88133  0.0807
8 H 3.99698 -2.82791 1.87542  0.0777
9 C -0.72176 1.01006 -2.50684  -0.0411
10 C -1.62683 1.19441 -3.54535  0.0168
11 C -3.00070 1.09257 -3.31568  0.0340
12 C -3.46157 0.78815 -2.03907  0.0555
13 H 0.34955 1.22143 -2.56659  0.1289
14 H -1.22918 1.46300 -4.51785  0.1367
15 H -3.71698 1.26785 -4.11259  0.1424
16 H -4.51297 0.74133 -1.76997  0.1284
17 N -1.17309 0.63349 -1.27714  -0.0778
18 C -2.52533 0.53493 -1.02693  -0.1781
19 C -2.87722 0.26097 0.34390  -0.1712
20 N -1.79107 0.17551 1.18789  -0.0993
21 C -1.96478 -0.22243 2.47371  -0.0472
22 C -4.34262 -0.43373 2.11810  0.0414
23 C -3.22005 -0.58157 2.93652  0.0215
24 H -1.03847 -0.23961 3.02531  0.1268
25 H -3.29119 -0.97030 3.93849  0.1344
26 C -4.18069 0.04939 0.82137  0.0598
27 H -5.02770 0.19273 0.14027  0.1355
28 H -5.32539 -0.72415 2.47348  0.1435
29 W 0.09526 0.49404 0.38868  1.7333
30 C 0.92816 -1.27691 1.17682  -0.2211
31 H 0.32950 -2.20312 1.19540  0.0599
32 H 1.36529 -1.09570 2.17191  0.0594
33 H 1.78352 -1.41996 0.50316  -0.0132
34 C 2.13493 3.91758 0.53734  -0.0974
35 S 2.28218 2.17320 0.87539  0.5419
36 O 3.66867 1.79578 0.88521  -0.2178
37 O 1.41628 1.83681 2.02722  -0.3617
38 O 1.58467 1.59544 -0.43934  -0.4890
39 H 2.96835 4.41749 1.03592  0.0929
40 H 1.18093 4.33245 0.87562  0.0839
41 H 2.21910 4.06378 -0.54341  0.0852

For the energy above the lowest of the compared OMol25 structures with the same formula, charge and spin, the calculation gives 0.0 kJ/mol. As for the charge: +2. As for the expectation value of S²: 2.012. For the HOMO-LUMO gap (alpha / beta), the calculation gives 6.9901 / 7.4227 eV. The multiplicity is 3. Its LUMO energy (alpha / beta) is -0.3408 / -0.3286 Eh. As for the total energy: -1345.35556 a.u.

Q: What is the multiplicity in the third record?
A: 1

Q: multiplicity of number 3 (C14H20N2O2)?
A: 1

Q: What is the multiplicity in the second record?
A: 1